C60H161N11O21 | ωB97M-V with the def2-TZVPD basis set

Last column: Mulliken charge in e.
Positions of all 253 atoms, in Å:
C1 22.39879 17.33324 29.09477  -1.685
C2 21.26203 16.65751 28.44195  2.307
C3 21.44133 15.19442 28.59983  -1.217
O1 22.56748 14.78535 27.80246  0.051
C4 23.09831 13.63763 28.31969  -1.069
N1 20.01008 17.10737 29.10627  -0.823
H1 23.34922 16.99985 28.62992  0.270
H2 22.46997 17.04022 30.13662  0.380
H3 22.38032 18.44808 29.01699  0.377
H4 21.27978 16.80075 27.34233  -0.706
H5 20.56758 14.61114 28.32858  0.207
H6 21.58127 14.89815 29.64165  0.480
H7 22.34554 12.89310 28.50473  0.369
H8 23.68031 13.88451 29.24868  0.328
H9 23.78585 13.17319 27.56809  0.235
H10 20.07472 18.06089 29.19922  0.323
H11 19.19509 16.97391 28.50107  0.252
C5 16.26494 21.29600 19.39138  -1.262
C6 14.79118 21.29663 19.82973  1.630
C7 14.20709 22.73312 19.68332  -1.085
O2 14.89600 23.57790 20.56627  -0.243
C8 14.84700 24.94359 20.29542  -0.829
N2 14.04330 20.35702 18.96561  -0.284
H12 16.41340 21.61614 18.32509  0.450
H13 16.58409 20.28393 19.48330  -0.071
H14 16.88611 21.90311 20.04345  0.393
H15 14.71917 20.91158 20.83905  -0.709
H16 13.13797 22.63447 19.91286  0.363
H17 14.36721 23.09886 18.69006  0.456
H18 15.35676 25.14722 19.35223  0.339
H19 15.32156 25.51898 21.06511  0.245
H20 13.81849 25.40418 20.22140  0.282
H21 13.95251 20.62637 17.99534  0.190
H22 13.14372 20.12143 19.37576  0.186
C9 24.22390 17.18093 24.64210  -1.153
C10 24.93101 17.87355 25.72029  1.015
C11 26.15883 17.03347 26.14313  -1.022
O3 26.77370 17.68482 27.27962  -0.312
C12 28.12221 17.26559 27.44089  -0.751
N3 25.20980 19.28259 25.47974  -0.682
H23 24.79227 17.00667 23.73567  0.510
H24 23.30530 17.76971 24.37159  0.222
H25 23.94117 16.19694 25.02266  0.095
H26 24.26977 17.78671 26.60167  -0.286
H27 26.86290 17.10540 25.33807  0.562
H28 25.83871 16.06632 26.43425  0.394
H29 28.16803 16.15478 27.55678  0.294
H30 28.48096 17.68720 28.36121  0.272
H31 28.79645 17.48540 26.56588  0.282
H32 25.86478 19.46240 24.71495  0.274
H33 25.66963 19.60702 26.33486  0.304
C13 13.32022 15.84102 14.47202  -1.093
C14 13.31186 15.68492 12.96443  1.048
C15 14.63086 15.80840 12.23702  -1.150
O4 15.20255 17.05543 12.51436  -0.072
C16 14.55982 18.15955 11.90909  -0.885
N4 12.86899 14.30420 12.61979  -0.833
H34 13.77181 15.08049 15.04878  0.545
H35 12.31531 16.03801 14.82668  0.531
H36 13.80446 16.81334 14.66852  -0.150
H37 12.55891 16.29625 12.51970  0.102
H38 14.37184 15.59045 11.19792  0.532
H39 15.38562 15.10183 12.57722  0.075
H40 13.64328 18.44512 12.38014  0.345
H41 14.25629 17.91696 10.87334  0.350
H42 15.22227 19.02825 11.85959  0.206
H43 12.10164 14.01927 13.20990  0.246
H44 12.46883 14.39600 11.70692  0.250
C17 21.71660 13.41063 15.80559  -1.286
C18 22.00145 12.67525 17.02817  0.903
C19 20.71425 12.28337 17.76718  -1.520
O5 19.95664 13.38569 18.22315  0.464
C20 18.93415 12.94138 19.11816  -0.221
N5 22.73913 11.42102 16.83663  -0.792
H45 21.05853 12.84514 15.19122  0.314
H46 22.64491 13.57283 15.23888  0.406
H47 21.19573 14.36615 16.00783  0.031
H48 22.62089 13.13915 17.83147  0.165
H49 21.03242 11.61445 18.51400  0.556
H50 20.06214 11.66661 17.15669  0.476
H51 18.27904 12.19228 18.64632  0.302
H52 18.33602 13.82768 19.39582  -0.373
H53 19.34489 12.59346 20.04787  0.383
H54 22.30425 10.82025 16.13298  0.262
H55 23.68101 11.64545 16.47142  0.272
C21 14.86782 10.11439 22.30716  -0.895
O6 15.63288 10.80840 23.30851  -0.125
C22 16.34911 9.93223 24.15904  -0.631
C23 16.87373 10.74333 25.34609  -0.828
N6 17.99148 11.64154 24.97644  -0.200
C24 18.13821 12.68170 25.96366  -1.275
C25 19.28130 13.59638 25.73867  0.994
O7 20.51772 12.90622 25.97426  -0.427
C26 21.53758 13.32023 25.05069  -0.487
H56 14.18685 9.46380 22.78846  0.370
H57 15.57055 9.50479 21.70534  0.328
H58 14.28036 10.75523 21.67820  0.222
H59 17.25411 9.52071 23.63681  0.273
H60 15.70058 9.06159 24.43276  0.406
H61 17.18283 9.92651 25.99754  0.419
H62 16.16912 11.26693 25.89801  0.468
H63 18.82156 11.08715 25.04161  0.228
H64 18.30037 12.26852 26.94694  0.452
H65 17.14476 13.21039 26.10488  0.166
H66 19.09826 14.34619 26.50755  -0.144
H67 19.24448 14.02234 24.75018  -0.007
H68 22.37737 12.60763 25.10169  0.296
H69 21.93522 14.28821 25.32798  -0.014
H70 21.04193 13.28051 24.05957  0.430
C27 18.04971 20.25346 14.18196  -0.807
O8 17.92147 18.85075 14.40828  -0.252
C28 16.87568 18.67610 15.47037  -0.699
C29 16.68088 17.21491 15.69428  0.203
N7 17.97603 16.63722 16.16324  0.970
C30 18.01662 15.14946 16.33443  1.694
C31 18.19282 14.40055 14.98132  -0.948
O9 19.31072 14.97724 14.27347  -0.204
C32 19.75767 14.32304 13.07917  -0.958
H71 17.10982 20.77534 14.11127  0.346
H72 18.64034 20.39970 13.25967  0.250
H73 18.61497 20.71156 14.99239  0.181
H74 15.92610 19.24441 15.22489  0.601
H75 17.35624 19.08850 16.34422  0.114
H76 16.38477 16.68192 14.78336  -0.034
H77 15.97761 17.20594 16.48858  -0.504
H78 18.76004 16.92490 15.63147  0.468
H79 17.12635 14.79227 16.84526  -0.935
H80 18.92420 14.88738 16.83686  -1.079
H81 17.26831 14.27168 14.39726  0.374
H82 18.49521 13.36372 15.29503  0.395
H83 20.73252 14.76968 12.82811  0.255
H84 19.03274 14.52510 12.29868  0.279
H85 19.80788 13.23066 13.17746  0.365
C33 21.46083 16.77220 17.43027  -0.468
O10 21.52265 17.82964 18.42122  -0.471
C34 20.61856 18.86323 18.13256  0.601
C35 20.88497 19.61601 16.88009  -0.572
N8 22.20812 20.27432 16.86663  -0.385
C36 22.51736 20.91710 15.61153  -0.667
C37 23.98294 21.39601 15.59282  -0.642
O11 24.88438 20.31924 15.93380  -0.395
C38 25.13879 19.51813 14.73738  -0.691
H86 20.59820 16.15353 17.71109  -0.055
H87 22.33940 16.21903 17.61141  0.367
H88 21.39663 17.13850 16.40836  0.385
H89 20.57316 19.57389 19.03302  0.215
H90 19.63445 18.41929 18.04172  -0.646
H91 20.08914 20.41640 16.97866  0.276
H92 20.80207 19.00888 15.93941  0.384
H93 22.91868 19.50645 16.93313  0.331
H94 21.83776 21.65108 15.36011  0.585
H95 22.32595 20.20369 14.79055  0.223
H96 24.14284 22.23824 16.27393  0.350
H97 24.23040 21.70774 14.55356  0.356
H98 24.19970 19.14301 14.32532  0.275
H99 25.80617 18.75432 15.04254  0.264
H100 25.53089 20.12262 13.93371  0.322
C39 20.19498 17.32616 24.65068  -0.633
O12 19.70673 17.14669 23.28952  -0.249
C40 18.56672 17.97617 23.02321  -0.494
C41 18.38680 17.92102 21.50300  0.949
N9 18.21962 16.55413 21.02659  0.800
C42 17.80756 16.56798 19.66683  1.345
C43 16.35741 16.79218 19.40406  0.362
O13 15.56910 15.65712 19.72284  0.202
C44 14.76077 15.16025 18.69071  -1.171
H101 21.13262 16.77611 24.73246  -0.142
H102 19.45300 16.94998 25.34801  0.292
H103 20.43534 18.32211 24.93454  0.524
H104 18.69474 18.96761 23.44709  0.294
H105 17.68535 17.42165 23.52038  -0.170
H106 19.24643 18.43526 21.06330  0.010
H107 17.46668 18.43680 21.25944  -0.574
H108 19.02462 15.95015 21.08023  0.317
H109 18.03926 15.63241 19.20344  -1.826
H110 18.33101 17.25099 18.96016  -0.775
H111 16.27661 17.12576 18.34682  -0.792
H112 16.03577 17.51264 20.05509  0.347
H113 14.04811 14.48385 19.08646  0.624
H114 15.34452 14.54267 17.98385  0.092
H115 14.21416 16.03473 18.20762  0.232
C45 8.20600 16.01609 19.94933  -0.801
O14 9.37067 16.36551 20.64987  -0.328
C46 10.54917 16.02759 19.94660  0.029
C47 11.73942 16.07551 20.84269  0.180
N10 12.15736 17.42925 21.06636  -0.077
C48 13.33265 17.51173 21.90735  1.474
C49 13.13327 17.29788 23.34000  -0.284
O15 12.44158 18.43581 23.85444  -0.461
C50 12.25182 18.26705 25.24140  -0.535
H116 8.01674 14.96136 19.98733  0.327
H117 8.19260 16.32942 18.89308  0.249
H118 7.42653 16.42772 20.53261  0.294
H119 10.69621 16.81624 19.12317  -0.296
H120 10.47349 15.00446 19.52631  0.424
H121 12.60399 15.63112 20.30054  -0.201
H122 11.51394 15.59094 21.77217  0.264
H123 11.35886 17.92019 21.52413  0.398
H124 13.72611 18.53116 21.81628  -0.949
H125 14.04055 16.80291 21.50301  -0.865
H126 14.14157 17.20821 23.74939  -0.301
H127 12.56492 16.43039 23.54452  0.889
H128 13.22675 18.30756 25.71199  0.075
H129 11.66562 17.35055 25.47450  0.293
H130 11.66250 19.13143 25.58990  0.273
C51 15.78441 20.06566 23.12724  -0.060
O16 16.39158 20.58882 24.28947  -0.525
C52 15.86712 19.95312 25.45846  0.701
C53 16.71074 20.34125 26.62466  -1.268
N11 18.05806 19.74628 26.55249  0.642
C54 19.03400 20.32234 27.49579  -0.550
C55 19.64841 21.58157 26.92610  -0.797
O17 20.27447 21.29056 25.67726  -0.113
C56 20.71221 22.45397 25.02557  -0.854
H131 16.04812 18.99123 23.01112  -0.238
H132 16.27027 20.59491 22.32067  -0.019
H133 14.68477 20.19347 22.99483  0.541
H134 15.82937 18.84877 25.29021  -0.563
H135 14.80502 20.21650 25.65882  0.502
H136 16.27728 19.97562 27.52034  0.463
H137 16.78858 21.44084 26.66461  0.411
H138 18.47461 19.86848 25.63478  -0.351
H139 19.85494 19.64053 27.54333  -0.255
H140 18.68493 20.50766 28.51576  0.499
H141 20.41991 21.91389 27.66735  0.456
H142 18.89318 22.30752 26.74694  0.501
H143 21.40184 22.08408 24.27320  0.241
H144 21.33655 23.11049 25.68534  0.316
H145 19.81069 23.04617 24.67744  0.259
C57 12.00499 18.38985 16.69840  0.070
O18 11.19948 17.77888 15.54775  -0.537
H146 11.56755 18.19106 17.60859  -0.023
H147 12.98214 17.82401 16.66221  -0.065
H148 12.22309 19.48669 16.62833  0.176
H149 10.31923 17.54174 15.86882  0.266
C58 22.00767 15.45056 21.12039  -0.443
O19 20.67199 15.03400 21.60487  -0.250
H150 22.06570 16.50248 21.07486  0.313
H151 22.77959 15.04142 21.71637  0.431
H152 22.16142 15.07194 20.08077  -0.226
H153 20.45940 15.48608 22.40660  0.030
C59 15.24730 14.85768 22.82026  -0.371
O20 16.24393 15.90133 22.95622  0.710
H154 14.42755 15.14268 23.43009  0.489
H155 15.01350 14.65335 21.76189  -0.386
H156 15.69286 13.94760 23.21368  0.165
H157 16.82203 15.91594 22.15342  -0.361
C60 16.28338 16.35137 26.65050  -0.672
O21 17.53349 16.93176 26.94109  -0.476
H158 15.45376 16.75079 27.23269  0.342
H159 16.09995 16.33997 25.58290  0.106
H160 16.32783 15.30267 27.00212  0.215
H161 17.55758 17.88655 26.85384  0.350

Force components x, y, z for each atom (eV/Å):
1.9880 1.2053 -0.2338
-1.3295 0.2354 -0.3780
0.1645 -1.2638 -0.0133
-1.2175 1.2637 -0.1301
2.0946 -0.9872 0.0647
-0.0652 -2.7302 -1.1162
-0.4581 0.2490 0.1871
-0.1840 0.1281 0.3156
-0.1202 -0.7650 0.0795
-0.1296 0.4254 0.2965
-0.3701 -0.0332 -0.5739
0.4142 0.3382 0.2892
-0.4990 -0.4595 0.3853
-0.4053 -0.5351 -0.5128
-0.3335 0.5238 0.5640
0.2165 2.7437 0.5355
0.2020 -0.3416 0.1222
-0.4618 0.3406 -0.3387
0.1258 0.7859 -2.1676
0.2747 -1.1942 1.3071
-0.0958 -0.0279 1.0482
-1.1650 0.7353 -0.9275
0.1548 -0.2498 0.8487
-0.2988 -0.1780 0.8977
0.5550 -0.8987 -0.1024
-0.0214 0.2291 -0.0137
-0.1626 0.2492 0.2159
-0.0714 0.5324 -0.0507
-0.1150 0.0090 -1.0264
0.0607 0.1598 -0.2001
0.5351 -0.1151 0.5881
0.5696 -0.8231 -0.0088
-0.0062 0.2730 0.1417
0.1063 0.0358 -0.3152
-1.7934 -0.1344 -1.1669
0.8822 -0.2128 1.7338
-0.1369 2.7379 0.6850
0.3416 -0.3493 -0.6162
-0.2108 -1.2255 -0.6394
0.2492 0.1065 0.5620
0.3245 0.1785 -0.2466
0.7451 -0.6940 0.1358
-0.2946 -0.0279 -0.1712
0.0865 0.5665 -0.1938
0.5675 -0.6499 -0.7070
-0.0313 -1.2845 -0.0070
-0.0690 0.5432 -0.0145
0.3079 0.4094 0.2240
-0.6994 0.2528 0.7024
-0.2383 -0.3991 0.1691
-0.1106 0.1622 -0.4356
-0.3312 2.4691 -0.8051
-0.1785 -2.7956 0.6434
-0.3791 0.4555 0.9898
0.5578 1.0795 -0.6871
0.2062 -0.3373 -1.1551
0.1621 -0.0242 0.2229
0.7411 -1.0379 0.2830
-0.2360 -0.3920 0.0324
0.2085 -0.4157 0.1971
-0.2078 1.3468 -0.0790
0.5719 0.4125 -0.4675
-0.3129 -0.3639 0.0729
-0.6319 0.1893 0.7982
0.3036 -0.0057 0.1208
0.1209 -0.3112 0.2395
-0.1251 -0.0044 0.2485
-0.2442 -0.4587 -0.6880
0.5643 2.0975 -0.6787
-0.0654 -1.4438 2.5995
-0.0792 0.4356 -0.9322
0.1384 -0.3702 0.4456
-0.4036 1.1761 -0.4111
0.7889 -0.2671 -0.7401
-0.6209 -0.6509 -0.6232
-0.2761 0.2822 0.0228
0.4151 -0.3347 -0.1962
-0.4247 0.6435 -0.8748
0.2983 -0.5715 1.7013
-0.2016 -0.2162 -0.7700
0.2022 0.0696 0.1090
0.1763 -0.5246 -0.3342
0.3720 -0.5321 0.3878
0.0228 0.2541 0.1445
-0.7643 -0.2667 0.3043
2.0100 -0.2040 0.4495
-0.7892 -0.0166 -0.7853
0.0262 0.5279 -0.5579
1.7106 -1.9173 -1.3235
-1.1031 -0.4983 0.0093
-1.5778 -0.1394 0.4769
0.0522 0.0792 0.7195
-0.0464 0.1976 -0.2914
-0.7720 -0.9067 -0.0150
-0.8497 -0.9785 0.5952
-0.4299 0.2246 -0.0514
0.1580 0.7998 -0.1553
-0.6261 0.1681 0.1692
0.4205 0.6224 0.2057
0.5034 0.0175 0.6605
-1.7442 1.0958 0.5484
0.6602 -0.2591 -0.2939
0.1749 -0.4719 0.8281
1.1830 -0.1153 -0.6351
0.5872 0.7012 -0.1115
0.1021 0.3283 -0.4627
-0.4820 0.0829 -0.0158
-0.0717 0.4695 -0.1671
0.8701 0.3371 0.1460
1.3412 -0.6571 -0.3659
-2.0894 0.7960 0.8179
1.2647 0.5106 -1.8955
2.2926 -0.5763 -0.8524
-1.6256 -1.0452 1.7303
0.1891 1.5943 -2.4307
0.7790 -1.2141 0.4951
-0.5328 -0.1783 0.3556
-0.6428 0.3999 0.6865
-0.6018 0.0502 -0.2190
-0.3778 -0.1080 0.3190
0.0962 0.1443 0.2602
1.0129 -0.6940 0.0418
-0.2090 0.3638 0.6987
-0.6302 0.3450 0.1410
-0.9871 -0.7896 0.5979
0.4829 0.3740 -0.8603
0.0520 -0.0276 0.1327
0.2622 0.0394 0.9006
0.2747 0.5132 -0.2506
-0.2721 0.4508 -0.3771
-0.3958 -0.3383 0.0856
-0.0439 0.1002 -0.4617
0.2595 0.1282 0.2338
-1.1256 0.8453 1.6210
0.6225 -0.2139 -0.6736
-0.2323 0.1443 1.5910
0.2222 1.7686 -0.6614
0.4517 -1.2283 0.5919
1.4188 -1.9889 -0.0422
-0.1889 -0.5391 -0.6946
-0.2895 0.1521 -1.3766
-1.2743 1.2496 1.0222
0.0114 -0.0596 -0.5168
1.0749 -0.7951 -0.1694
0.0423 -0.0632 -0.0500
0.3720 -0.9836 -1.2416
-0.5831 -0.0088 -0.0955
0.7040 -0.6566 -0.9371
-0.6209 0.4224 0.6657
-0.7604 0.9513 0.3940
-1.3299 2.2219 -0.0327
0.4350 -0.1729 -0.2313
0.0301 -0.3561 0.0429
-0.1653 0.1946 0.5649
-0.0230 -0.4691 0.2714
0.5386 -0.7987 0.0583
0.6377 0.3881 -0.1178
-0.3366 -1.4445 -0.9594
0.9017 1.0536 1.2490
-1.0877 -2.5278 0.2638
0.3518 -0.0524 1.2478
-0.5499 0.3520 0.1865
0.2814 -0.1211 -2.1036
0.4907 -1.1758 -1.4701
-0.1362 -0.5877 0.1261
0.4180 1.3327 -0.9939
-0.1522 -0.2834 -0.0344
-0.1031 -0.2048 0.2208
-0.0040 1.3429 -0.2583
0.0470 0.3192 -0.1884
1.0018 1.2231 -0.5769
-0.0019 0.0257 -0.3502
-0.0896 0.4097 -0.1564
0.5631 0.2644 0.4883
0.2311 -0.8041 -0.1384
0.1170 0.1939 0.8174
-0.3575 -0.3200 0.7170
-1.1383 2.4159 1.3623
-0.8300 -0.5315 0.7178
-0.1363 0.5795 -0.1940
0.5582 -1.1790 0.1122
0.3944 0.0190 -0.0418
0.4758 -0.1029 -0.0939
-0.2058 0.4940 -1.2635
1.0038 0.3354 -0.9980
-1.4481 1.4380 0.4823
-0.0643 0.8402 -1.4288
0.4850 1.2034 0.5039
0.0203 -0.5416 0.0809
-0.9174 0.7340 -0.1265
0.2303 -0.9882 -0.1867
0.0310 0.2342 0.3321
-1.0977 0.8293 0.1508
-0.1124 -1.2737 0.7331
-0.1579 0.4193 -0.0613
-0.6482 -0.3427 0.5332
-0.0412 -0.9419 0.5251
0.9253 -0.2355 -0.4003
0.2487 -0.1806 -0.2008
0.5100 -0.0816 -0.0445
0.0159 0.0075 0.6013
-0.6317 -1.2204 0.4008
0.1783 -0.3995 0.5492
0.5764 0.3229 -0.0378
0.2172 -0.3083 -0.0702
0.4405 -0.4404 -0.6701
-1.0565 -0.4189 0.7090
-0.5917 -0.4914 -0.6191
1.5068 0.5093 -0.6006
-0.2920 -0.2082 0.6891
-0.0080 0.2402 -1.1695
1.2510 -0.4943 0.4917
-0.2463 -0.3651 0.9742
-0.1008 0.7128 0.3868
-0.3963 0.3622 0.1431
0.0564 0.1341 -0.4029
0.5605 0.0660 0.7268
0.3730 0.4679 0.1781
0.4479 0.2907 -0.2869
-0.6388 -0.1902 1.0050
-0.3309 -0.1333 0.0531
-0.2777 0.0365 -0.1225
0.5574 -0.8032 0.3008
-0.4131 -0.1597 -0.2657
-0.5412 0.2725 -0.5901
-0.6522 1.0958 0.0841
-0.3580 0.3601 -0.6062
-0.5682 -0.4192 -0.1954
1.1552 -0.5165 -0.0822
1.3548 -0.9374 -3.3389
0.9029 1.4876 1.7863
-1.1592 -0.4486 1.9774
-0.9509 0.7661 0.0677
-0.5632 -0.9479 -0.5145
0.2722 0.2816 0.1390
-2.0247 -1.2014 -0.8862
1.6778 -0.7524 -1.8357
0.1009 1.3167 0.0593
0.7779 -0.4227 0.8713
-0.5201 0.1162 0.8102
-0.0234 0.8938 0.9780
2.1609 -0.1448 -0.5410
-0.7229 -0.2613 -0.5670
-0.9503 0.0540 0.2605
-0.2689 0.3773 0.4659
-0.1774 -0.3571 0.1753
-0.0714 -0.0097 0.3867
0.2748 -0.9663 0.5780
0.2662 -0.9044 0.5319
-0.1363 0.5530 -0.1431
-0.3199 0.0899 -0.3101
0.1552 0.3351 -0.3487
-0.0324 0.8765 -0.3776

Relative energy (zero: lowest compared OMol25 entry of this formula, charge and spin) (kcal/mol): 0.0
E_tot (Ha): -4564.426266
Highest occupied orbital energy (eV): -8.250
LUMO energy (Ha): 0.0160